Formula: C32H72F3S
Source: the Open Molecules 2025 dataset
Level of theory: wB97M-V/def2-TZVPD

```
108
Properties=species:S:1:pos:R:3
C 4.182 -0.678 0.612
C 3.729 -1.675 -0.454
C 4.908 -2.134 -1.340
C 2.557 -1.068 -1.277
C 1.280 -1.854 -1.013
S -0.130 -1.163 -1.924
C -1.542 -1.842 -1.027
C -2.812 -1.061 -1.349
C -3.997 -1.703 -0.652
F -5.064 -0.913 -0.714
F -4.305 -2.873 -1.230
F -3.730 -1.950 0.642
H 4.947 -1.125 1.248
H 3.357 -0.368 1.259
H 4.621 0.208 0.145
H 3.341 -2.549 0.082
H 4.737 -1.937 -2.397
H 5.068 -3.206 -1.226
H 5.835 -1.653 -1.029
H 2.398 -0.030 -0.968
H 2.790 -1.065 -2.343
H 1.012 -1.846 0.045
H 1.328 -2.888 -1.361
H -0.122 0.100 -1.451
H -1.604 -2.873 -1.382
H -1.304 -1.844 0.036
H -2.749 -0.022 -1.022
H -3.022 -1.102 -2.418
C 2.767 -4.680 -2.843
C 2.094 -5.963 -2.363
C 2.933 -6.737 -1.347
C 4.293 -7.207 -1.867
C 4.232 -8.089 -3.113
C 3.460 -9.388 -2.903
H 3.705 -4.880 -3.361
H 2.124 -4.131 -3.537
H 2.995 -4.027 -1.997
H 1.863 -6.595 -3.223
H 1.130 -5.719 -1.903
H 2.357 -7.595 -0.995
H 3.097 -6.105 -0.466
H 4.794 -7.758 -1.066
H 4.928 -6.340 -2.074
H 5.254 -8.324 -3.418
H 3.792 -7.533 -3.947
H 3.899 -9.972 -2.091
H 3.477 -10.002 -3.802
H 2.414 -9.204 -2.653
C 1.818 -1.549 4.342
C 1.923 -0.119 4.862
C 3.103 0.655 4.277
C 4.479 0.065 4.589
C 4.786 -0.087 6.079
C 4.782 1.234 6.839
H 2.691 -2.144 4.613
H 0.940 -2.054 4.747
H 1.736 -1.558 3.249
H 1.981 -0.131 5.953
H 1.001 0.417 4.617
H 3.059 1.689 4.629
H 2.987 0.705 3.187
H 5.241 0.706 4.134
H 4.579 -0.911 4.104
H 5.767 -0.558 6.182
H 4.073 -0.777 6.539
H 5.506 1.931 6.412
H 5.044 1.084 7.886
H 3.802 1.714 6.814
C -0.571 1.407 1.495
C -1.832 1.601 2.330
C -3.097 1.757 1.489
C -3.097 2.949 0.530
C -2.894 4.312 1.190
C -3.993 4.670 2.184
H -0.362 2.274 0.867
H 0.303 1.235 2.125
H -0.683 0.528 0.842
H -1.698 2.468 2.982
H -1.962 0.742 2.993
H -3.960 1.819 2.155
H -3.244 0.839 0.905
H -4.049 2.959 -0.010
H -2.322 2.808 -0.233
H -2.861 5.071 0.404
H -1.920 4.349 1.687
H -4.972 4.663 1.700
H -3.834 5.665 2.599
H -4.030 3.970 3.021
C -4.846 7.782 -4.966
C -6.090 7.188 -4.315
C -6.049 7.207 -2.788
C -4.903 6.404 -2.168
C -4.867 4.929 -2.563
C -6.109 4.152 -2.136
H -3.947 7.217 -4.714
H -4.936 7.785 -6.053
H -4.693 8.813 -4.642
H -6.237 6.164 -4.673
H -6.969 7.748 -4.643
H -7.004 6.841 -2.401
H -5.966 8.243 -2.448
H -4.979 6.476 -1.077
H -3.948 6.866 -2.432
H -3.985 4.472 -2.103
H -4.729 4.832 -3.644
H -6.252 4.215 -1.054
H -6.020 3.097 -2.402
H -7.011 4.535 -2.615
```

Its energy above the lowest of the compared OMol25 structures with the same formula, charge and spin is 0.000 eV. As for the net charge: +1. The HOMO energy is -12.48 eV. The value obtained for the largest force on an atom is 0.0071 Eh/bohr. The value obtained for the LUMO energy is -3.010 eV.